C52H73BN4O7SeSiW | wB97M-V/def2-TZVPD

XYZ file:
```
140
C52H73BN4O7SeSiW wB97M-V/def2-TZVPD
W 1.61 0.38 0.05
C -0.04 1.74 6.17
O 1.31 1.36 6.30
C 1.98 1.05 5.17
C 3.20 0.37 5.32
C 3.89 -0.07 4.22
C 3.40 0.16 2.92
C 3.94 -0.42 1.75
C 5.31 -0.99 1.62
O 3.18 -0.50 0.69
C 2.27 1.00 2.79
O 1.97 1.49 1.58
C 1.54 1.41 3.90
H -0.48 1.67 7.16
H -0.58 1.08 5.48
H -0.13 2.77 5.81
H 3.55 0.16 6.33
H 4.79 -0.66 4.35
H 6.00 -0.49 2.30
H 5.66 -0.85 0.60
H 5.33 -2.07 1.85
H 0.65 2.00 3.74
N 2.16 -2.97 -0.15
C 2.50 -3.39 -1.50
C 3.24 -2.28 -2.24
C 2.42 -1.07 -2.60
O 2.43 -0.62 -3.72
O 1.69 -0.50 -1.64
H 2.94 -3.11 0.49
H 1.37 -3.46 0.22
H 1.57 -3.61 -2.03
H 3.12 -4.29 -1.52
H 3.63 -2.67 -3.18
H 4.08 -1.93 -1.63
C 0.43 2.28 -0.38
Si -0.89 2.66 -1.65
C -1.90 1.07 -1.80
N -1.06 -0.08 -2.13
C -0.66 -0.05 -3.55
C -0.72 -1.42 -4.22
C -2.15 -1.98 -4.17
C -2.74 -1.83 -2.75
C -1.67 -1.36 -1.77
C -0.28 3.56 -3.20
C -0.76 3.36 -4.49
C -0.35 4.15 -5.56
C 0.54 5.19 -5.34
C 1.01 5.43 -4.06
C 0.62 4.62 -3.01
C -2.03 3.98 -0.90
C -1.60 4.77 0.16
C -2.38 5.79 0.68
C -3.63 6.05 0.13
C -4.09 5.27 -0.92
C -3.30 4.25 -1.43
H -0.14 2.24 0.55
H 1.11 3.13 -0.28
H -2.77 1.15 -2.49
H -2.31 0.91 -0.80
H 0.35 0.36 -3.64
H -1.33 0.61 -4.11
H -0.01 -2.11 -3.76
H -0.40 -1.30 -5.26
H -2.15 -3.03 -4.47
H -2.76 -1.44 -4.89
H -3.17 -2.77 -2.39
H -3.56 -1.10 -2.76
H -0.88 -2.11 -1.71
H -2.08 -1.27 -0.76
H -1.50 2.59 -4.68
H -0.74 3.97 -6.55
H 0.86 5.81 -6.17
H 1.69 6.26 -3.88
H 0.99 4.83 -2.01
H -0.62 4.59 0.60
H -2.02 6.39 1.51
H -4.24 6.85 0.53
H -5.07 5.46 -1.35
H -3.67 3.66 -2.26
C 4.79 4.17 -2.51
C 4.30 2.76 -2.76
C 3.93 2.59 -4.23
O 3.07 2.60 -1.99
B 3.20 1.57 -1.13
O 4.41 0.94 -1.24
C 5.24 1.63 -2.20
C 6.46 2.15 -1.45
C 5.72 0.62 -3.23
H 4.02 4.87 -2.85
H 5.71 4.38 -3.05
H 4.96 4.35 -1.44
H 3.22 3.37 -4.51
H 3.46 1.62 -4.40
H 4.82 2.68 -4.86
H 6.18 2.75 -0.58
H 7.09 2.75 -2.11
H 7.06 1.31 -1.09
H 4.88 0.13 -3.74
H 6.31 -0.15 -2.73
H 6.35 1.11 -3.97
C -4.08 -1.38 4.73
C -4.43 -0.08 4.00
C -3.73 0.09 2.66
C -4.29 -0.79 1.54
N -3.83 -2.18 1.61
C -2.57 -2.54 1.91
Se -0.23 -0.57 1.19
N -2.55 -3.89 1.80
C -1.35 -4.69 1.96
C -0.52 -4.26 3.16
C -1.23 -4.47 4.50
C -1.69 -5.91 4.74
C -3.79 -4.39 1.41
C -4.27 -5.67 1.17
C -5.59 -5.80 0.78
C -6.42 -4.68 0.64
C -5.94 -3.40 0.88
C -4.62 -3.27 1.27
H -4.49 -1.38 5.74
H -3.00 -1.50 4.78
H -4.49 -2.25 4.21
H -4.16 0.76 4.64
H -5.51 -0.03 3.85
H -2.66 -0.13 2.74
H -3.83 1.13 2.33
H -3.98 -0.38 0.57
H -5.38 -0.79 1.58
H -0.75 -4.60 1.05
H -1.66 -5.73 2.05
H -0.30 -3.19 3.04
H 0.42 -4.81 3.14
H -2.10 -3.80 4.55
H -0.55 -4.17 5.30
H -2.54 -6.16 4.11
H -2.00 -6.04 5.77
H -0.88 -6.61 4.53
H -3.63 -6.54 1.27
H -5.99 -6.78 0.58
H -7.44 -4.81 0.31
H -6.59 -2.54 0.77
```

Output
* molecular weight: 1167.88 g mol⁻¹
* HOMO (alpha / beta): -0.2158 / -0.2720 hartree
* Kohn-Sham gap (alpha / beta): 5.5 / 5.5 eV
* energy above the lowest of the compared OMol25 structures with the same formula, charge and spin: 66.3 kcal per mole
* charge: 0
* spin multiplicity: 3
* electronic energy: -151129.0077 eV
* largest force on an atom: 2.95 eV Å⁻¹